Record 1
The following is a DFT calculation (ωB97M-V/def2-TZVPD) of a structure of composition C71H77Ge2InN4O4S7 in a non-equilibrium geometry.

Structure (XYZ):
```
166
C71H77Ge2InN4O4S7 ωB97M-V/def2-TZVPD
In 1.027 0.826 1.933
Ge 0.108 -1.900 -1.484
Ge -1.561 0.526 -1.133
S -0.383 1.851 0.107
S 6.485 1.142 0.781
S 5.424 -0.629 3.018
S 1.754 -1.358 -0.255
S -0.384 -0.212 -2.934
S 2.144 0.878 4.326
S -1.864 -1.575 -0.341
O 4.108 1.589 2.079
O 1.132 3.040 2.315
O -0.772 1.249 3.299
O -1.796 0.629 5.197
N 4.027 0.024 0.693
N 2.258 3.659 4.259
N 0.185 -1.259 2.955
N 2.835 2.599 6.165
C -0.573 4.119 -2.765
C 3.030 1.462 7.051
C -4.819 -1.098 1.638
C 2.010 -4.752 0.253
C 1.706 3.849 3.066
C 3.170 3.907 6.714
C 0.449 2.067 -7.222
C 5.160 -4.155 2.313
C 3.162 1.236 1.043
C -1.238 -2.037 4.701
C -4.630 -1.439 4.136
C -1.124 0.422 4.182
C -2.741 -4.669 -1.853
C 1.011 -5.926 -4.032
C -0.985 3.199 -3.882
C -0.158 3.060 -4.994
C -4.694 -0.320 0.496
C 0.374 -3.649 -2.472
C -3.961 0.682 2.979
C -2.581 1.723 -4.951
C 4.624 -0.185 -0.633
C 4.583 -3.782 -0.108
C 3.709 -3.802 -1.184
C 2.406 -4.279 -0.997
C -3.916 1.031 -4.942
C -0.691 -1.020 3.932
C -1.787 -3.494 -3.895
C -3.220 2.864 2.051
C 1.753 7.877 1.582
C -1.972 -2.811 -5.098
C 1.092 5.575 1.377
C 1.491 -4.451 -2.171
C 1.742 5.274 2.572
C -3.113 1.709 -1.585
C 0.615 -5.281 0.468
C 2.914 -4.716 1.310
C 1.791 -5.570 -2.950
C 2.401 6.283 3.264
C 4.202 -4.224 1.154
C -3.136 2.566 -2.696
C 0.042 -3.587 3.426
C -0.502 2.252 -6.068
C -2.182 2.478 -3.844
C -4.372 -2.839 -4.747
C -4.168 -3.509 -3.547
C 3.062 2.290 -0.033
C 0.563 -2.518 2.720
C -3.265 -2.510 -5.511
C 5.743 0.822 -0.848
C 2.387 2.476 4.883
C 4.407 0.824 6.891
C -4.143 3.526 -2.807
C 4.136 -3.252 -2.518
C -4.154 0.971 0.603
C 1.951 4.631 7.277
C -3.792 1.485 1.853
C -0.817 -2.374 -5.963
C -5.768 -2.491 -5.194
C -0.453 -4.061 -3.537
C -5.158 -0.848 -0.839
C -4.456 -0.610 2.889
C 2.406 7.580 2.772
C -5.125 2.782 -0.761
C 1.097 6.871 0.885
C -0.118 -5.178 -4.306
C -1.734 1.613 -6.046
C -0.881 -3.344 4.432
C 4.978 0.505 1.804
C -5.137 3.639 -1.849
C -2.897 -3.866 -3.120
C -4.112 1.838 -0.613
H -0.704 -1.290 -5.881
H -2.039 1.009 -6.896
H -5.890 2.848 0.005
H 4.539 0.467 5.868
H 4.010 2.815 -0.179
H 2.923 8.364 3.312
H -5.213 -2.106 1.550
H 2.241 5.577 7.742
H 0.788 3.594 -5.011
H 5.196 1.550 7.108
H 0.579 4.776 0.853
H 0.357 -4.592 3.186
H 1.450 4.012 8.025
H -3.692 -5.124 -1.572
H -0.110 -4.460 0.470
H -5.832 -0.138 -1.326
H 1.754 8.893 1.202
H -3.665 1.073 3.948
H -0.777 -5.459 -5.120
H -4.134 4.185 -3.669
H 2.306 3.014 0.263
H 5.264 -3.122 2.656
H 2.253 0.727 6.848
H 4.812 -4.762 3.149
H 3.586 -2.327 -2.717
H 0.856 3.022 -7.558
H -3.893 -1.144 4.884
H 3.917 -3.945 -3.331
H -5.681 -1.798 -0.713
H -5.917 4.384 -1.954
H -1.438 4.547 -2.258
H -5.626 -1.286 4.562
H 2.897 1.827 8.073
H -6.414 -3.371 -5.183
H 0.325 -5.968 -0.328
H 5.204 -3.031 -2.523
H 1.262 -6.790 -4.636
H 3.618 4.505 5.924
H 0.121 -2.828 -5.651
H -6.212 -1.747 -4.527
H -0.005 3.570 -2.010
H 0.539 -5.802 1.424
H 2.606 -5.080 2.285
H -4.713 1.718 -4.656
H 5.379 1.748 -1.287
H -5.767 -2.078 -6.204
H -5.026 -3.783 -2.939
H -4.146 0.620 -5.925
H -3.812 3.417 2.786
H 2.656 -6.166 -2.680
H -2.423 -4.026 -1.035
H 1.289 1.437 -6.921
H -4.315 -1.017 -1.512
H 2.906 6.033 4.188
H -3.173 3.437 1.128
H 3.836 -0.117 -1.382
H 6.510 0.400 -1.495
H -1.000 -2.621 -7.011
H 3.547 -0.832 0.970
H -4.517 -2.503 3.922
H 1.250 4.830 6.467
H -3.401 -1.998 -6.459
H 5.593 -3.406 -0.246
H 5.019 -1.201 -0.639
H 4.516 -0.025 7.570
H 1.287 -2.668 1.930
H -0.046 1.585 -8.067
H 0.588 7.098 -0.045
H 3.918 3.751 7.496
H -3.911 0.215 -4.216
H 0.054 4.926 -3.148
H 6.153 -4.500 2.019
H -1.933 -1.767 5.482
H -1.315 -4.162 4.995
H -2.205 2.765 2.443
H -1.995 -5.456 -1.970
H 2.718 1.838 -0.967
```

E_tot, eV: -283091.440
Charge: -2
Highest occupied orbital energy, eV: -2.544
ΔE to the lowest compared entry with this formula, charge and spin, kJ/mol: 130.4

Atomic partial charges in e from the Mulliken method, atoms 1 to 4: In 1.70; Ge -0.39; Ge 0.05; S -0.25

---

Record 2
The following is a DFT calculation (ωB97M-V/def2-TZVPD) of a cluster of 2 separate species, C4H11ClS2Si in total in a non-equilibrium geometry.

Structure (XYZ):
```
19
C4H11ClS2Si ωB97M-V/def2-TZVPD
Cl -4.074 -1.340 1.361
S -2.761 -1.192 -1.950
S -4.395 1.616 -0.356
Si -3.224 -0.216 -0.041
C 0.462 -0.781 0.976
C -0.396 1.544 0.511
C 0.541 -1.343 -0.458
C 0.698 0.686 1.011
H 1.561 0.817 0.363
H -0.404 1.913 -0.515
H 1.233 -1.288 1.509
H 0.859 1.009 1.985
H -0.475 -1.134 1.452
H 0.779 -2.479 -0.480
H -0.933 2.075 1.290
H -1.695 -0.603 -2.146
H 1.343 -0.687 -0.938
H -3.330 2.371 -0.640
H -0.559 -1.197 -0.791
```

E_tot, eV: -46395.784
Charge: 0
Highest occupied orbital energy (spin up / spin down), eV: -7.633 / -8.370
ΔE to the lowest compared entry with this formula, charge and spin, kJ/mol: 253.3

Atomic partial charges in e from the Mulliken method, atoms 1 to 4: Cl -0.19; S -0.26; S -0.30; Si 0.58

---

Record 3
The following is a DFT calculation (ωB97M-V/def2-TZVPD) of a cluster of 2 separate species, CH5N3 in total in a non-equilibrium geometry.

Structure (XYZ):
```
9
CH5N3 ωB97M-V/def2-TZVPD
N 1.901 -0.821 -0.217
N -1.241 1.383 -0.484
N 1.479 -1.816 -0.252
C -1.456 0.662 0.762
H -0.418 1.025 -0.969
H -2.232 1.101 1.287
H -0.625 0.621 1.452
H -1.837 -0.346 0.607
H -1.122 2.406 -0.282
```

E_tot, eV: -5588.864
Charge: 0
Highest occupied orbital energy, eV: -9.293
SMILES string: N#N.CN
ΔE to the lowest compared entry with this formula, charge and spin, kJ/mol: 10.8

Atomic partial charges in e from the Mulliken method, atoms 1 to 4: N -0.01; N -0.54; N 0.01; C -0.81